No. 1
{"formula": "C32H24Br2IN4O3STeTl", "method": "ωB97M-V with the def2-TZVPD basis set", "spin_multiplicity": 1, "mol_weight_g_mol": 1163.33, "charge": -2, "energy_ha": -7963.0860, "elements": ["Tl", "N", "C", "S", "N", "N", "C", "C", "C", "C", "C", "C", "C", "O", "H", "H", "H", "H", "H", "H", "H", "Br", "C", "C", "C", "C", "C", "N", "C", "O", "O", "H", "H", "H", "Te", "C", "C", "C", "C", "C", "C", "C", "C", "C", "C", "C", "C", "H", "H", "H", "H", "H", "H", "H", "H", "H", "H", "Br", "C", "C", "C", "C", "C", "C", "I", "H", "H", "H", "H"], "xyz": [[-1.122, 0.719, -0.036], [-1.225, 2.161, 5.003], [-1.025, 1.621, 3.721], [-2.476, 1.341, 2.801], [0.220, 1.419, 3.441], [0.543, 0.825, 2.215], [1.808, 0.642, 2.156], [2.624, -0.018, 1.135], [4.006, 0.072, 1.331], [4.926, -0.590, 0.539], [4.443, -1.409, -0.485], [3.088, -1.527, -0.708], [2.126, -0.813, 0.060], [0.869, -0.925, -0.204], [-2.087, 2.677, 5.067], [-0.411, 2.647, 5.349], [2.375, 0.998, 3.019], [4.360, 0.690, 2.153], [5.990, -0.485, 0.718], [5.139, -1.956, -1.113], [2.704, -2.159, -1.501], [-3.451, 0.060, -3.846], [-1.645, 0.571, -4.236], [-1.087, 0.145, -5.429], [0.219, 0.544, -5.676], [0.878, 1.326, -4.746], [0.223, 1.673, -3.568], [-1.036, 1.289, -3.328], [0.968, 2.509, -2.519], [1.831, 3.270, -3.001], [0.649, 2.345, -1.319], [-1.649, -0.464, -6.121], [0.713, 0.241, -6.592], [1.887, 1.683, -4.891], [-0.489, -3.039, -0.656], [-1.803, -4.756, -0.448], [-2.896, -4.720, 0.423], [-3.773, -5.793, 0.522], [-3.585, -6.927, -0.264], [-2.510, -6.976, -1.140], [-1.627, -5.901, -1.223], [-0.209, -2.941, 1.433], [-0.996, -2.101, 2.217], [-0.759, -1.989, 3.580], [0.267, -2.714, 4.171], [1.066, -3.544, 3.391], [0.833, -3.654, 2.024], [-3.061, -3.840, 1.036], [-4.611, -5.743, 1.208], [-4.272, -7.762, -0.194], [-2.351, -7.856, -1.754], [-0.780, -5.960, -1.899], [-1.759, -1.477, 1.764], [-1.358, -1.302, 4.167], [0.462, -2.613, 5.233], [1.888, -4.088, 3.841], [1.472, -4.279, 1.413], [-2.878, 7.413, 1.096], [-1.376, 6.915, 0.034], [-0.798, 7.916, -0.738], [0.293, 7.619, -1.540], [0.804, 6.327, -1.562], [0.229, 5.336, -0.780], [-0.876, 5.616, 0.025], [-1.697, 4.018, 1.115], [-1.213, 8.916, -0.708], [0.734, 8.396, -2.152], [1.640, 6.065, -2.200], [0.612, 4.319, -0.823]], "nbo_charge": [0.69, -0.84, 0.28, -0.53, -0.47, -0.32, 0.12, -0.21, -0.15, -0.32, -0.21, -0.27, 0.41, -0.85, 0.38, 0.37, 0.16, 0.19, 0.19, 0.19, 0.20, 0.01, 0.17, -0.30, -0.18, -0.23, 0.14, -0.42, 0.75, -0.74, -0.77, 0.22, 0.20, 0.24, 0.65, -0.29, -0.24, -0.21, -0.25, -0.25, -0.19, -0.23, -0.25, -0.15, -0.23, -0.23, -0.25, 0.22, 0.20, 0.19, 0.19, 0.20, 0.23, 0.22, 0.20, 0.20, 0.21, 0.01, -0.11, -0.26, -0.23, -0.23, -0.15, -0.26, 0.26, 0.21, 0.20, 0.23, 0.28]}

=====

No. 2
{"formula": "C38H46FN10O3Se2V", "method": "ωB97M-V with the def2-TZVPD basis set", "spin_multiplicity": 4, "mol_weight_g_mol": 918.72, "charge": 1, "de_lowest_kj_mol": 21.0, "energy_ha": -8095.5952, "elements": ["V", "Se", "Se", "C", "C", "C", "C", "C", "N", "C", "C", "C", "C", "C", "N", "H", "H", "H", "H", "H", "H", "H", "H", "C", "C", "C", "C", "C", "C", "C", "F", "C", "C", "C", "O", "C", "C", "N", "C", "C", "O", "O", "H", "H", "H", "H", "H", "H", "H", "H", "H", "H", "H", "C", "N", "C", "N", "C", "N", "C", "N", "C", "C", "H", "H", "H", "H", "H", "H", "H", "H", "H", "H", "H", "H", "C", "C", "C", "C", "C", "N", "H", "H", "H", "H", "H", "H", "H", "H", "H", "C", "N", "C", "C", "N", "H", "H", "H", "H", "H", "H"], "xyz": [[1.670, 0.022, 0.770], [4.292, -1.305, 4.035], [4.260, -0.712, 1.774], [3.995, 1.187, 2.025], [4.954, 2.005, 2.601], [4.688, 3.362, 2.684], [3.493, 3.854, 2.175], [2.598, 2.962, 1.612], [2.842, 1.655, 1.549], [2.610, -2.255, 4.083], [2.377, -3.040, 5.212], [1.195, -3.752, 5.269], [0.297, -3.658, 4.209], [0.626, -2.841, 3.145], [1.765, -2.146, 3.080], [5.883, 1.587, 2.961], [5.413, 4.031, 3.126], [3.261, 4.907, 2.205], [1.650, 3.282, 1.194], [3.103, -3.097, 6.011], [0.980, -4.378, 6.124], [-0.633, -4.207, 4.214], [-0.042, -2.710, 2.301], [1.950, 4.859, -5.089], [1.483, 3.443, -5.394], [0.266, 3.374, -6.304], [-0.923, 4.068, -5.657], [-1.124, 3.577, -4.250], [-2.330, 3.747, -3.609], [-2.518, 3.251, -2.319], [-3.713, 3.455, -1.736], [-1.547, 2.561, -1.653], [-0.306, 2.375, -2.282], [0.740, 1.624, -1.584], [0.463, 1.186, -0.432], [1.977, 1.473, -2.261], [2.114, 2.072, -3.493], [1.161, 2.746, -4.136], [-0.092, 2.903, -3.558], [3.213, 0.717, -1.781], [4.243, 0.855, -2.422], [3.077, -0.040, -0.762], [2.143, 5.395, -6.017], [2.871, 4.844, -4.509], [1.206, 5.414, -4.521], [2.306, 2.878, -5.838], [0.022, 2.324, -6.484], [0.508, 3.822, -7.267], [-1.831, 3.878, -6.230], [-0.782, 5.152, -5.651], [-3.149, 4.252, -4.100], [-1.717, 2.153, -0.668], [3.077, 1.996, -3.981], [-2.497, -2.732, 0.076], [-3.930, -2.999, -0.017], [-4.427, -3.296, 1.328], [-4.175, -2.202, 2.268], [-2.733, -1.961, 2.299], [-2.190, -1.625, 0.982], [-2.891, -0.441, 0.493], [-4.338, -0.637, 0.412], [-4.585, -1.774, -0.479], [-4.823, -0.998, 1.745], [-2.121, -2.484, -0.921], [-1.985, -3.633, 0.430], [-3.936, -4.200, 1.696], [-5.502, -3.479, 1.276], [-2.238, -2.860, 2.677], [-2.526, -1.135, 2.987], [-2.510, -0.191, -0.500], [-2.681, 0.393, 1.166], [-4.214, -1.528, -1.476], [-5.662, -1.948, -0.538], [-5.901, -1.165, 1.697], [-4.629, -0.167, 2.429], [0.277, -4.160, -2.530], [1.380, -4.002, -1.479], [1.393, -5.197, -0.517], [2.751, -3.816, -2.142], [1.122, -2.788, -0.689], [0.987, -1.828, -0.077], [0.412, -5.114, -3.037], [0.326, -3.366, -3.273], [-0.713, -4.155, -2.076], [1.641, -6.096, -1.080], [0.418, -5.341, -0.052], [2.136, -5.065, 0.269], [2.999, -4.723, -2.692], [3.527, -3.632, -1.400], [2.742, -2.975, -2.834], [-2.173, 2.458, 3.424], [-1.246, 1.452, 3.922], [-1.077, 1.286, 5.359], [-0.420, 0.861, 3.101], [0.278, 0.317, 2.356], [-3.177, 2.240, 3.789], [-2.176, 2.436, 2.338], [-1.875, 3.453, 3.762], [-2.038, 1.035, 5.809], [-0.695, 2.204, 5.809], [-0.376, 0.476, 5.542]], "mulliken_charge": [0.75, -0.07, 0.11, 0.40, -0.89, -0.25, -0.96, -0.32, 0.46, 0.36, -0.73, -0.62, -0.86, -0.03, 0.08, 0.50, 0.41, 0.46, 0.48, 0.41, 0.43, 0.48, 0.35, -1.41, -0.28, -1.07, -1.33, 0.98, -0.68, -0.33, -0.36, -0.77, 0.67, 1.09, -0.31, -0.22, -0.33, 0.10, -0.39, 0.10, -0.78, -0.45, 0.39, 0.39, 0.37, 0.52, 0.35, 0.44, 0.50, 0.38, 0.56, 0.67, 0.61, -0.37, 0.13, -0.70, 0.11, -0.36, 0.36, 0.26, 0.17, -0.72, -0.69, 0.16, -0.01, 0.30, 0.36, 0.12, -0.13, 0.12, -0.65, 0.32, 0.36, 0.34, 0.29, -1.54, 1.90, -1.64, -1.63, -0.38, 0.65, 0.44, 0.36, 0.31, 0.44, 0.32, 0.38, 0.44, 0.34, 0.36, -0.78, 0.33, -0.99, 0.01, -0.24, 0.33, 0.10, 0.35, 0.32, 0.32, 0.33]}

=====

No. 3
{"formula": "C4H7ClS", "method": "ωB97M-V with the def2-TZVPD basis set", "smiles": "CC(C)(Cl)C=S", "spin_multiplicity": 1, "mol_weight_g_mol": 122.62, "de_lowest_kj_mol": 80.0, "energy_ha": -1014.9384, "elements": ["C", "C", "C", "Cl", "C", "S", "H", "H", "H", "H", "H", "H", "H"], "xyz": [[-0.519, 0.771, 1.157], [0.049, -0.183, 0.038], [-0.646, -0.296, -1.336], [-0.160, -1.989, 0.711], [1.513, -0.067, -0.033], [2.449, 0.303, 1.207], [-1.674, 0.716, 1.305], [-0.209, 0.507, 2.101], [-0.138, 1.763, 0.926], [-1.661, -0.762, -1.164], [-0.660, 0.601, -1.951], [-0.117, -0.939, -1.995], [1.772, -0.426, -0.967]], "nbo_charge": [-0.63, 0.03, -0.65, -0.13, -0.31, 0.13, 0.22, 0.24, 0.22, 0.24, 0.23, 0.22, 0.19]}

=====

- Number 3 is which compound?
  C4H7ClS

=====

What did the third record say?
{"formula": "C4H7ClS", "method": "ωB97M-V with the def2-TZVPD basis set", "smiles": "CC(C)(Cl)C=S", "spin_multiplicity": 1, "mol_weight_g_mol": 122.62, "de_lowest_kj_mol": 80.0, "energy_ha": -1014.9384, "elements": ["C", "C", "C", "Cl", "C", "S", "H", "H", "H", "H", "H", "H", "H"], "xyz": [[-0.519, 0.771, 1.157], [0.049, -0.183, 0.038], [-0.646, -0.296, -1.336], [-0.160, -1.989, 0.711], [1.513, -0.067, -0.033], [2.449, 0.303, 1.207], [-1.674, 0.716, 1.305], [-0.209, 0.507, 2.101], [-0.138, 1.763, 0.926], [-1.661, -0.762, -1.164], [-0.660, 0.601, -1.951], [-0.117, -0.939, -1.995], [1.772, -0.426, -0.967]], "nbo_charge": [-0.63, 0.03, -0.65, -0.13, -0.31, 0.13, 0.22, 0.24, 0.22, 0.24, 0.23, 0.22, 0.19]}